Record 1
52
Properties=species:S:1:pos:R:3:forces:R:3 method="wB97M-V/def2-TZVPD" e_above_lowest_kj_mol=12.5 homo_lumo_gap_ev="6.55 / 6.82" energy_ha=-1679.83647 spin_multiplicity=1 homo_ev="-6.761 / -7.480"
Tl -0.115 -0.480 1.570 0.15 0.20 0.24
N -0.833 3.292 4.145 0.04 0.14 -0.06
C -0.222 2.397 3.326 0.02 -0.13 0.01
S 0.048 0.818 3.967 0.00 -0.09 0.06
N 0.115 2.862 2.142 0.02 0.15 0.01
N 0.601 1.927 1.303 0.15 0.02 -0.14
C 1.335 2.304 0.319 -0.14 -0.04 0.09
C 1.717 3.714 0.054 0.00 0.06 0.01
C 3.054 4.098 0.104 -0.06 -0.02 0.00
C 3.414 5.414 -0.146 0.02 0.00 0.01
C 2.440 6.351 -0.457 0.03 0.03 -0.01
C 1.106 5.972 -0.509 -0.05 -0.01 0.00
C 0.743 4.660 -0.248 0.02 0.03 0.00
C 1.813 1.241 -0.593 0.00 -0.11 0.00
C 2.466 1.523 -1.790 -0.02 -0.04 0.02
C 2.883 0.473 -2.592 -0.01 -0.04 0.04
C 2.641 -0.831 -2.191 0.03 0.01 0.00
C 1.971 -1.030 -0.996 0.06 0.07 -0.06
N 1.579 -0.026 -0.222 -0.01 -0.11 -0.05
H -0.874 3.082 5.126 -0.01 -0.02 -0.01
H -0.797 4.257 3.860 -0.02 -0.01 0.02
H 3.812 3.363 0.349 0.01 0.00 0.00
H 4.455 5.706 -0.096 0.00 0.01 0.00
H 2.719 7.377 -0.656 0.01 0.00 0.00
H 0.345 6.704 -0.746 0.00 0.00 0.00
H -0.297 4.364 -0.263 0.00 0.00 0.00
H 2.635 2.548 -2.087 -0.01 0.02 0.02
H 3.391 0.676 -3.526 0.00 0.00 0.00
H 2.949 -1.677 -2.789 0.00 0.00 -0.01
H 1.730 -2.027 -0.644 -0.01 -0.01 -0.02
C -4.232 -1.024 -0.192 0.06 -0.04 0.02
C -2.904 -1.525 0.435 -0.06 0.14 -0.20
C -3.258 -2.506 1.557 0.06 -0.03 0.03
C -2.214 -0.292 0.956 -0.19 -0.05 0.00
C -2.055 -2.161 -0.664 0.05 0.05 -0.01
C -1.720 -3.509 -0.688 -0.02 0.00 0.03
C -0.918 -4.029 -1.698 0.02 -0.04 -0.01
C -0.440 -3.209 -2.706 0.00 -0.02 -0.01
C -0.769 -1.859 -2.696 -0.04 0.03 -0.04
C -1.562 -1.344 -1.686 -0.03 -0.04 0.04
H -4.852 -0.548 0.570 0.00 0.02 0.00
H -4.783 -1.868 -0.610 0.01 0.00 0.00
H -4.043 -0.306 -0.988 -0.03 0.01 0.00
H -3.863 -1.997 2.307 0.02 0.01 0.02
H -2.355 -2.879 2.045 -0.03 -0.02 0.02
H -3.833 -3.357 1.184 -0.01 0.00 -0.03
H -2.753 0.124 1.818 -0.05 -0.13 0.02
H -2.074 -4.172 0.090 0.00 0.00 -0.01
H -0.668 -5.083 -1.692 0.00 0.00 0.00
H 0.180 -3.615 -3.495 0.00 -0.01 0.00
H -0.402 -1.206 -3.478 0.00 0.01 0.01
H -1.797 -0.287 -1.664 0.01 0.01 -0.02

---

Record 2
59
Properties=species:S:1:pos:R:3:forces:R:3 method="wB97M-V/def2-TZVPD" e_above_lowest_kj_mol=181.3 homo_lumo_gap_ev="6.22 / 6.19" energy_ha=-2750.12360 spin_multiplicity=1 homo_ev="-7.936 / -7.950"
Os 0.159 0.330 0.377 1.01 -0.30 3.10
S -0.570 4.751 1.522 0.04 0.10 0.09
C -0.288 3.178 1.194 -0.27 0.95 0.41
S 0.415 2.023 2.243 -0.41 -1.60 -1.69
S -0.633 2.409 -0.290 0.33 -0.76 -0.74
O 0.267 -1.890 0.094 -0.34 0.40 -0.37
C 1.130 -2.733 0.346 0.05 -0.26 -0.06
C 2.401 -2.513 0.947 0.10 0.24 0.01
C 3.325 -3.566 0.961 -0.10 -0.21 -0.12
C 4.609 -3.343 1.364 0.01 0.21 0.05
C 5.021 -2.062 1.769 0.03 -0.13 0.05
C 4.121 -1.036 1.811 -0.12 0.07 0.19
C 2.762 -1.229 1.440 0.15 -0.09 -0.26
O 1.920 -0.266 1.577 -0.29 0.53 -0.68
N 5.575 -4.438 1.353 0.05 -0.09 -0.01
O 5.166 -5.553 1.092 -0.01 0.06 -0.02
O 6.735 -4.169 1.603 -0.06 0.02 0.01
H 0.927 -3.769 0.037 -0.09 0.01 0.03
H 3.033 -4.555 0.629 0.01 0.01 -0.01
H 6.054 -1.923 2.056 -0.01 0.05 0.00
H 4.407 -0.052 2.159 0.04 -0.01 -0.01
C -1.789 -0.104 1.097 0.39 0.65 0.04
C -1.689 -1.180 2.129 -0.17 -0.09 -0.07
C -1.963 -2.515 1.818 -0.02 0.01 0.00
C -1.947 -3.497 2.791 -0.06 0.00 -0.01
C -1.666 -3.158 4.114 0.05 -0.11 -0.01
C -1.354 -1.840 4.435 0.00 0.04 0.03
C -1.363 -0.869 3.451 0.06 0.01 0.02
C -1.717 -4.171 5.135 0.05 0.04 -0.04
N -1.770 -4.986 5.943 0.02 0.02 -0.01
H -2.217 0.803 1.520 -0.19 -0.05 -0.04
H -2.370 -0.422 0.228 -0.07 -0.07 0.03
H -2.205 -2.776 0.795 -0.02 -0.02 0.01
H -2.173 -4.525 2.539 -0.03 0.01 0.01
H -1.112 -1.582 5.457 -0.03 0.01 0.00
H -1.115 0.155 3.704 -0.05 0.00 0.02
C 4.734 3.285 -0.880 -0.08 -0.03 0.03
C 3.762 3.139 0.274 0.00 0.05 -0.07
N 2.985 1.934 0.060 0.11 0.17 0.02
C 2.526 1.553 -1.144 0.08 -0.27 -0.05
N 1.639 0.568 -1.186 0.01 0.30 0.09
C 1.172 0.074 -2.478 0.07 0.06 0.09
C 2.201 0.302 -3.569 -0.06 0.06 0.10
C 2.555 1.775 -3.567 -0.09 -0.04 0.03
N 3.046 2.145 -2.246 0.05 0.01 -0.07
C 3.928 3.307 -2.164 0.05 0.01 0.05
H 5.415 2.431 -0.893 0.05 0.04 0.03
H 5.319 4.199 -0.785 -0.01 0.01 -0.04
H 3.107 4.015 0.329 0.01 0.00 0.06
H 4.280 3.053 1.227 -0.02 -0.05 0.01
H 2.652 1.406 0.856 -0.14 0.05 -0.04
H 0.236 0.584 -2.745 -0.04 -0.05 -0.02
H 0.954 -0.991 -2.378 -0.05 0.01 0.01
H 1.802 0.003 -4.538 0.02 -0.01 -0.01
H 3.098 -0.284 -3.357 -0.01 -0.04 -0.07
H 1.679 2.377 -3.833 0.03 0.03 -0.05
H 3.345 1.986 -4.289 0.01 0.05 0.02
H 3.337 4.228 -2.220 -0.01 0.00 -0.03
H 4.589 3.286 -3.031 -0.03 -0.03 -0.02

---

Record 3
50
Properties=species:S:1:pos:R:3:forces:R:3 method="wB97M-V/def2-TZVPD" homo_lumo_gap_ev=3.16 energy_ha=-1457.20066 spin_multiplicity=1 homo_ev=-6.209
C -0.672 -4.464 1.742 0.24 -0.28 0.08
C -1.214 -3.709 0.554 0.15 -0.23 0.21
O -0.237 -2.738 0.145 -0.69 -0.91 0.55
C -0.733 -2.017 -0.916 0.03 1.50 -1.54
C 0.116 -0.897 -1.226 -0.93 -0.50 0.39
P -0.292 0.141 -2.565 0.28 -1.09 -0.27
C -2.081 0.495 -2.524 -0.31 0.02 0.02
C -2.837 0.431 -1.351 -0.62 0.32 -0.15
C -4.217 0.690 -1.379 0.48 -0.03 -0.18
C -4.844 1.009 -2.586 0.23 0.00 0.00
C -4.092 1.076 -3.764 0.20 -0.08 0.22
C -2.718 0.811 -3.733 -0.18 0.02 0.21
C 0.482 1.735 -2.124 0.28 0.14 -0.16
C 0.141 2.390 -0.939 0.40 0.47 0.07
C 0.775 3.591 -0.594 0.00 -0.34 -0.22
C 1.752 4.130 -1.439 -0.02 -0.14 -0.08
C 2.091 3.476 -2.628 -0.11 -0.03 0.22
C 1.459 2.277 -2.970 -0.15 0.19 0.30
O 0.131 -0.318 -3.924 -0.05 0.66 -0.04
O -1.800 -2.335 -1.457 0.94 0.18 0.80
H -1.446 -5.123 2.139 -0.01 0.01 0.03
H 0.170 -5.101 1.450 0.00 0.16 0.09
H -0.357 -3.793 2.550 -0.04 -0.02 -0.09
H -1.408 -4.397 -0.280 -0.13 0.26 0.28
H -2.151 -3.200 0.828 0.25 -0.14 -0.26
H 1.159 -1.015 -0.956 0.08 0.25 0.02
H -2.361 0.168 -0.410 -0.02 -0.02 -0.18
H -4.792 0.631 -0.455 0.10 0.00 -0.25
H -5.918 1.203 -2.610 0.27 -0.04 0.00
H -4.574 1.330 -4.709 0.11 -0.10 0.25
H -2.131 0.829 -4.650 -0.09 -0.03 0.21
H -0.611 1.958 -0.278 0.12 0.08 -0.18
H 0.501 4.096 0.333 0.07 -0.02 -0.22
H 2.249 5.062 -1.170 -0.13 -0.20 -0.08
H 2.850 3.896 -3.290 -0.20 -0.09 0.21
H 1.715 1.753 -3.891 -0.14 0.05 0.20
C 2.163 -0.043 1.968 -0.04 0.18 -0.34
C 2.142 -1.367 2.395 -0.11 -0.44 -0.20
C 2.476 -1.883 3.645 -0.06 -0.27 -0.03
C 2.844 -1.198 4.798 0.09 -0.07 0.27
C 2.999 0.172 4.979 0.05 -0.05 0.32
C 2.844 1.191 4.045 0.00 0.32 0.02
C 2.485 1.094 2.705 0.01 0.31 -0.07
H 1.893 0.124 0.921 -0.08 -0.09 0.21
H 1.824 -2.101 1.645 0.03 0.28 0.15
H 2.431 -2.975 3.734 -0.04 0.42 -0.04
H 3.035 -1.819 5.681 -0.06 0.25 -0.35
H 3.287 0.490 5.988 -0.11 -0.13 -0.41
H 3.032 2.205 4.416 -0.06 -0.39 -0.16
H 2.441 2.042 2.155 -0.02 -0.36 0.16

---

Repeat the second record exactly.
59
Properties=species:S:1:pos:R:3:forces:R:3 method="wB97M-V/def2-TZVPD" e_above_lowest_kj_mol=181.3 homo_lumo_gap_ev="6.22 / 6.19" energy_ha=-2750.12360 spin_multiplicity=1 homo_ev="-7.936 / -7.950"
Os 0.159 0.330 0.377 1.01 -0.30 3.10
S -0.570 4.751 1.522 0.04 0.10 0.09
C -0.288 3.178 1.194 -0.27 0.95 0.41
S 0.415 2.023 2.243 -0.41 -1.60 -1.69
S -0.633 2.409 -0.290 0.33 -0.76 -0.74
O 0.267 -1.890 0.094 -0.34 0.40 -0.37
C 1.130 -2.733 0.346 0.05 -0.26 -0.06
C 2.401 -2.513 0.947 0.10 0.24 0.01
C 3.325 -3.566 0.961 -0.10 -0.21 -0.12
C 4.609 -3.343 1.364 0.01 0.21 0.05
C 5.021 -2.062 1.769 0.03 -0.13 0.05
C 4.121 -1.036 1.811 -0.12 0.07 0.19
C 2.762 -1.229 1.440 0.15 -0.09 -0.26
O 1.920 -0.266 1.577 -0.29 0.53 -0.68
N 5.575 -4.438 1.353 0.05 -0.09 -0.01
O 5.166 -5.553 1.092 -0.01 0.06 -0.02
O 6.735 -4.169 1.603 -0.06 0.02 0.01
H 0.927 -3.769 0.037 -0.09 0.01 0.03
H 3.033 -4.555 0.629 0.01 0.01 -0.01
H 6.054 -1.923 2.056 -0.01 0.05 0.00
H 4.407 -0.052 2.159 0.04 -0.01 -0.01
C -1.789 -0.104 1.097 0.39 0.65 0.04
C -1.689 -1.180 2.129 -0.17 -0.09 -0.07
C -1.963 -2.515 1.818 -0.02 0.01 0.00
C -1.947 -3.497 2.791 -0.06 0.00 -0.01
C -1.666 -3.158 4.114 0.05 -0.11 -0.01
C -1.354 -1.840 4.435 0.00 0.04 0.03
C -1.363 -0.869 3.451 0.06 0.01 0.02
C -1.717 -4.171 5.135 0.05 0.04 -0.04
N -1.770 -4.986 5.943 0.02 0.02 -0.01
H -2.217 0.803 1.520 -0.19 -0.05 -0.04
H -2.370 -0.422 0.228 -0.07 -0.07 0.03
H -2.205 -2.776 0.795 -0.02 -0.02 0.01
H -2.173 -4.525 2.539 -0.03 0.01 0.01
H -1.112 -1.582 5.457 -0.03 0.01 0.00
H -1.115 0.155 3.704 -0.05 0.00 0.02
C 4.734 3.285 -0.880 -0.08 -0.03 0.03
C 3.762 3.139 0.274 0.00 0.05 -0.07
N 2.985 1.934 0.060 0.11 0.17 0.02
C 2.526 1.553 -1.144 0.08 -0.27 -0.05
N 1.639 0.568 -1.186 0.01 0.30 0.09
C 1.172 0.074 -2.478 0.07 0.06 0.09
C 2.201 0.302 -3.569 -0.06 0.06 0.10
C 2.555 1.775 -3.567 -0.09 -0.04 0.03
N 3.046 2.145 -2.246 0.05 0.01 -0.07
C 3.928 3.307 -2.164 0.05 0.01 0.05
H 5.415 2.431 -0.893 0.05 0.04 0.03
H 5.319 4.199 -0.785 -0.01 0.01 -0.04
H 3.107 4.015 0.329 0.01 0.00 0.06
H 4.280 3.053 1.227 -0.02 -0.05 0.01
H 2.652 1.406 0.856 -0.14 0.05 -0.04
H 0.236 0.584 -2.745 -0.04 -0.05 -0.02
H 0.954 -0.991 -2.378 -0.05 0.01 0.01
H 1.802 0.003 -4.538 0.02 -0.01 -0.01
H 3.098 -0.284 -3.357 -0.01 -0.04 -0.07
H 1.679 2.377 -3.833 0.03 0.03 -0.05
H 3.345 1.986 -4.289 0.01 0.05 0.02
H 3.337 4.228 -2.220 -0.01 0.00 -0.03
H 4.589 3.286 -3.031 -0.03 -0.03 -0.02